Entry 1:
Computed, not measured: the molecule C6H10BrO3P in a non-equilibrium geometry, with ωB97M-V/def2-TZVPD.

Geometry (Å):
O (1.85705, -2.27794, -0.56758)
C (2.07615, -1.63674, 0.43581)
C (1.76034, -0.16883, 0.62859)
C (0.37204, 0.29970, 0.18506)
P (0.64831, 2.17312, -0.06918)
O (-0.91424, 2.64593, -0.09414)
Br (1.20303, 2.22952, -2.25349)
C (-0.32748, -0.38829, -1.00979)
C (-1.47567, -1.14543, -0.35416)
C (-1.81072, -0.14346, 0.75238)
O (-0.54174, 0.21618, 1.26674)
H (2.56356, -2.12991, 1.29723)
H (2.53034, 0.45680, 0.16939)
H (1.82812, 0.03486, 1.69922)
H (-0.96006, 3.53492, 0.25819)
H (-0.79908, 0.39883, -1.60322)
H (0.28985, -0.94206, -1.70202)
H (-2.31568, -1.30346, -1.02294)
H (-1.18837, -2.06866, 0.14773)
H (-2.32882, 0.70146, 0.28984)
H (-2.46692, -0.48655, 1.54632)

Forces on the atoms, in the same order (eV/Å):
O 0.14 0.44 0.62
C 0.03 -0.40 -0.65
C -0.43 -0.34 0.44
C 0.18 0.68 -0.97
P 0.04 -0.20 0.33
O 0.06 -0.21 -0.23
Br 0.05 -0.05 0.07
C -0.49 0.34 -0.16
C -0.10 0.22 0.84
C -0.72 -0.13 -0.79
O 0.25 0.05 0.50
H 0.01 0.00 0.04
H 0.18 -0.24 -0.25
H 0.02 0.09 0.03
H -0.19 0.33 0.06
H 0.00 0.00 -0.06
H 0.29 -0.18 0.28
H -0.02 -0.17 -0.09
H 0.17 -0.23 -0.37
H 0.21 0.27 0.12
H 0.32 -0.30 0.26

Its total energy is -91858.230 eV. The LUMO energy is 0.61 eV. For the HOMO-LUMO gap, the calculation gives 9.560 eV. Its spin multiplicity is 1. As for the SMILES: O=CC[C@@]1(P(O)Br)CCCO1. The calculation puts the molar mass at 241.02 g/mol. The value obtained for the energy above the lowest of the compared OMol25 structures with the same formula, charge and spin is 0.0 kcal per mole.

---

Entry 2:
Computed, not measured: a structure of composition C6H10Cl2Mg2O4 in a non-equilibrium geometry, with ωB97M-V/def2-TZVPD.

Geometry (Å):
Mg (0.71500, 2.13098, 0.86032)
Mg (-2.62817, 1.73464, 1.18517)
C (-1.91802, 5.39576, 0.22604)
C (-2.14847, 3.95789, 0.51609)
O (-3.30726, 3.52188, 0.75039)
O (-1.17869, 3.09824, 0.60902)
H (-2.24434, 5.99468, 1.07789)
H (-2.49268, 5.74487, -0.63203)
H (-0.86950, 5.60851, 0.02527)
C (-0.89820, -1.44454, -0.98421)
C (-1.02155, -0.14219, -0.23977)
O (-2.15115, 0.33801, 0.02604)
O (0.05566, 0.43050, 0.16022)
H (-0.11800, -1.32271, -1.73590)
H (-1.79292, -1.75932, -1.51468)
H (-0.63893, -2.22448, -0.26801)
Cl (4.23335, -2.69976, -1.13135)
C (3.58552, -3.99498, -0.07572)
C (2.07152, -3.77772, 0.05836)
Cl (1.43874, -4.81961, 1.33023)
H (4.05296, -3.92023, 0.90139)
H (3.78970, -4.97023, -0.50283)
H (1.61786, -4.15211, -0.85671)
H (1.84757, -2.72808, 0.21478)

Forces on the atoms, in the same order (eV/Å):
Mg -1.64 -0.43 -1.28
Mg -0.86 0.00 -0.70
C 0.56 0.17 -0.29
C -1.52 1.20 0.17
O 0.87 -0.04 0.07
O 2.10 -1.13 0.91
H -0.09 -0.13 0.07
H -0.21 -0.25 0.02
H -0.02 -0.07 0.07
C 0.10 0.54 -0.39
C -0.14 -0.70 -0.18
O -0.09 -0.25 0.35
O 0.71 0.95 0.64
H 0.26 -0.24 0.23
H -0.26 0.32 0.30
H 0.24 0.00 0.01
Cl 0.01 -0.22 0.06
C -0.62 0.40 0.40
C 0.81 -0.70 -0.89
Cl -0.23 0.04 0.49
H 0.18 0.08 -0.06
H 0.14 0.05 -0.14
H -0.18 0.40 -0.10
H -0.13 0.00 0.24

Its total energy is -50496.536 eV. The LUMO energy is -10.49 eV. For the HOMO-LUMO gap, the calculation gives 4.433 eV. The charge is +2. Its spin multiplicity is 1. The calculation puts the molar mass at 265.66 g/mol. The value obtained for the energy above the lowest of the compared OMol25 structures with the same formula, charge and spin is 0.0 kcal per mole.

---

Entry 3:
Computed, not measured: a cluster of 2 separate species, C6H10Cl5FNO2PSi in total in a non-equilibrium geometry, with ωB97M-V/def2-TZVPD.

Geometry (Å):
C (3.25447, -0.66049, 0.13399)
C (2.64323, 0.17969, 1.27185)
P (2.11612, 1.87198, 0.75090)
C (3.29609, 2.39585, -0.59769)
Si (0.17774, 1.81686, -0.27101)
Cl (0.19558, 0.83100, -2.13331)
C (-1.23000, 1.11834, 0.84578)
O (-1.01629, 0.52664, 1.81996)
N (-2.58333, 1.42479, 0.39312)
C (-3.40615, 0.31829, 0.33683)
O (-3.57234, -0.46603, 1.14278)
F (-4.06884, 0.24851, -0.79820)
H (4.16716, -0.21885, -0.23331)
H (3.41037, -1.66463, 0.49732)
H (2.55913, -0.69901, -0.69822)
H (3.42837, 0.30308, 2.00682)
H (1.85642, -0.38056, 1.75823)
H (4.28602, 2.16591, -0.23324)
H (3.10840, 1.81703, -1.48802)
H (3.16248, 3.44776, -0.78105)
H (-0.20088, 3.21508, -0.56805)
H (-2.51545, 1.78077, -0.55886)
Cl (-3.68167, -5.36608, -1.45835)
C (-3.81518, -3.87392, -0.51818)
Cl (-5.35016, -3.08250, -0.88470)
Cl (-3.74224, -4.25328, 1.20442)
Cl (-2.47905, -2.79619, -0.93979)

Forces on the atoms, in the same order (eV/Å):
C -0.94 0.34 0.24
C 0.73 -0.33 -1.06
P 0.11 0.64 1.03
C -0.84 -0.93 0.47
Si 0.33 0.01 -0.68
Cl -0.28 0.10 0.42
C -0.69 1.93 -2.49
O 0.64 -1.84 2.86
N 1.15 -0.15 -1.49
C 0.18 2.27 -1.12
O -0.53 -3.46 3.74
F -0.60 0.50 -1.72
H 0.40 -0.05 -0.03
H 0.33 -0.35 -0.06
H -0.10 -0.17 -0.22
H 0.06 0.30 0.41
H -0.46 0.20 0.07
H 0.37 0.21 0.06
H 0.12 -0.04 -0.47
H 0.09 0.36 -0.06
H 0.01 -0.02 -0.08
H -0.14 0.48 0.20
Cl 0.01 0.02 0.00
C -0.05 0.04 0.09
Cl 0.03 -0.02 0.00
Cl 0.00 0.01 -0.05
Cl 0.08 -0.06 -0.09

Its total energy is -94466.395 eV. The LUMO energy is 0.05 eV. For the HOMO-LUMO gap, the calculation gives 8.854 eV. Its spin multiplicity is 1. As for the SMILES: CCP(C)[Si@@H](Cl)C(=O)NC(=O)F.ClC(Cl)(Cl)Cl. The calculation puts the molar mass at 383.47 g/mol. The value obtained for the energy above the lowest of the compared OMol25 structures with the same formula, charge and spin is 0.0 kcal per mole.

---

Entry 4:
Computed, not measured: a cluster of 2 separate species, C6H10ClF3N3O in total in a non-equilibrium geometry, with ωB97M-V/def2-TZVPD.

Geometry (Å):
C (-1.51903, 0.12836, 0.62421)
C (-1.20496, -0.34411, -0.61599)
C (-0.77445, -0.33285, 1.80022)
C (1.01406, -1.42376, -0.88816)
C (3.25940, -0.58213, -0.74609)
C (-3.35892, 1.55230, 0.00675)
N (-0.30434, -1.36734, -0.87016)
N (0.39407, -0.80024, 1.67605)
N (1.82662, -0.42997, -0.76185)
O (-2.42626, 1.03068, 0.94726)
F (-1.88834, 0.00989, -1.72607)
F (-0.90615, -2.62715, -1.11370)
F (0.98303, -1.19654, 2.84975)
Cl (1.18935, 2.64464, -0.21788)
H (-1.28270, -0.20029, 2.75332)
H (1.42164, -2.41898, -1.05408)
H (3.71364, 0.14625, -1.41614)
H (3.63665, -0.40598, 0.26157)
H (3.54909, -1.58443, -1.05412)
H (-2.86271, 2.14726, -0.75797)
H (-4.01751, 2.19032, 0.59376)
H (-3.93604, 0.75586, -0.46166)
H (1.48328, 0.52916, -0.59563)
H (2.01059, 2.57903, 0.76661)

Forces on the atoms, in the same order (eV/Å):
C 0.39 -0.31 -1.09
C -0.42 -0.04 -0.12
C 0.02 -0.05 1.14
C 0.23 -0.39 -0.34
C 0.82 -0.01 0.12
C -0.63 0.36 -0.42
N -0.66 -0.16 0.10
N 0.17 0.12 -0.49
N -0.66 0.41 -0.22
O 0.61 -0.36 0.42
F 0.21 0.02 0.31
F 0.44 0.77 0.16
F -0.55 0.17 0.27
Cl -0.01 0.16 0.06
H 0.14 -0.10 0.08
H -0.07 0.11 0.07
H -0.05 -0.07 -0.04
H -0.01 -0.03 0.00
H -0.07 0.03 -0.04
H 0.07 -0.03 0.06
H 0.08 -0.09 -0.08
H 0.06 -0.01 0.08
H -0.10 -0.60 -0.08
H -0.02 0.10 0.05

Its total energy is -33564.899 eV. The LUMO energy is -4.11 eV. For the HOMO-LUMO gap, the calculation gives 9.314 eV. The charge is +1. Its spin multiplicity is 1. The calculation puts the molar mass at 232.61 g/mol. The value obtained for the energy above the lowest of the compared OMol25 structures with the same formula, charge and spin is 0.0 kcal per mole.

---

Entry 5:
Computed, not measured: a structure of composition C6H10ClFeO8 in a non-equilibrium geometry, with ωB97M-V/def2-TZVPD.

Geometry (Å):
Fe (-0.24745, 1.57176, -0.76427)
Cl (-2.13860, 3.03583, -0.75904)
C (1.92447, -1.87148, 0.52901)
C (1.65259, -2.77810, 1.60167)
C (0.51811, -2.45958, 2.49598)
O (0.34044, -3.04487, 3.62883)
C (-0.33200, -1.42116, 2.16773)
C (-0.11743, -0.54959, 1.04167)
C (1.11651, -0.75971, 0.24818)
O (1.26902, 0.13998, -0.67505)
O (-0.87899, 0.41918, 0.69805)
O (2.30046, -3.85121, 1.66812)
H (2.83928, -2.05744, -0.01783)
H (-1.18745, -1.23452, 2.80869)
O (0.82602, 2.71687, 0.73561)
H (0.75427, 2.73135, 1.69700)
H (1.62651, 3.21119, 0.52739)
O (-1.03056, 0.06323, -2.29747)
H (-0.93230, -0.89755, -2.25874)
H (-1.54614, 0.24295, -3.09265)
O (0.69107, 2.34779, -2.49243)
H (1.36197, 1.89392, -3.01489)
H (0.62461, 3.24013, -2.85154)
O (-3.40579, -0.48849, -0.38583)
H (-2.61769, -0.08195, 0.03215)
H (-3.41095, -0.11852, -1.27034)

Forces on the atoms, in the same order (eV/Å):
Fe -0.27 -0.26 0.14
Cl 0.25 0.07 -0.39
C -0.39 1.82 -0.44
C 1.74 -2.27 -1.56
C -0.80 -1.55 4.67
O 0.92 0.69 -2.82
C -1.18 3.13 -2.71
C -0.67 -2.15 2.91
C 1.03 -0.45 -0.60
O 0.70 -0.65 -0.04
O -0.59 -0.58 0.78
O -1.00 1.49 0.58
H -0.10 0.04 -0.21
H 0.10 -0.04 -0.06
O 0.62 0.64 0.19
H -0.32 -0.26 -0.13
H -0.04 -0.13 -0.05
O -0.19 -0.22 -0.60
H 0.10 0.17 0.31
H 0.01 0.15 0.19
O 0.45 0.65 -0.71
H 0.02 -0.23 0.30
H -0.28 -0.04 0.10
O 0.20 -0.11 0.15
H -0.29 -0.12 -0.03
H 0.00 0.22 0.03

Its total energy is -69677.295 eV. The LUMO energy (spin up / spin down) is 1.86 / 1.82 eV. For the HOMO-LUMO gap (spin up / spin down), the calculation gives 6.028 / 5.974 eV. The charge is -1. Its spin multiplicity is 5. The calculation puts the molar mass at 301.44 g/mol.

---

Entry 6:
Computed, not measured: the molecule C6H10ClN2O3 in a non-equilibrium geometry, with ωB97M-V/def2-TZVPD.

Geometry (Å):
C (0.90679, 0.15789, 0.87190)
C (-0.29635, -0.58472, 0.64150)
C (-1.36551, -0.12792, -0.27439)
O (-1.07616, 0.50190, -1.30180)
H (1.58708, -0.32474, 1.57848)
Cl (0.56754, 1.80523, 1.53153)
H (-0.40984, -1.52814, 1.17394)
N (-2.64534, -0.32679, 0.10862)
C (-3.72269, 0.00333, -0.80597)
C (-3.04229, -0.84496, 1.40723)
H (-4.21804, 0.93948, -0.50318)
H (-3.33021, 0.11941, -1.82070)
H (-4.46418, -0.80685, -0.79732)
H (-3.95413, -0.32634, 1.73087)
H (-3.24710, -1.92435, 1.35589)
H (-2.28324, -0.65592, 2.17330)
C (1.91160, 0.54061, -0.62775)
H (2.65755, 1.31335, -0.43942)
H (1.14658, 0.82424, -1.35652)
N (2.59167, -0.67808, -1.06398)
O (3.80306, -0.73634, -0.94130)
O (1.89897, -1.60400, -1.45228)

Forces on the atoms, in the same order (eV/Å):
C 2.89 1.30 -2.10
C -0.71 -0.85 -0.20
C 0.45 1.28 -0.29
O -0.09 -0.66 0.55
H -0.17 0.10 -0.25
Cl -0.03 -0.13 -0.08
H 0.03 0.19 -0.20
N -0.17 -0.31 0.05
C -0.21 0.07 -0.17
C -0.04 -0.10 0.10
H 0.12 -0.24 -0.10
H -0.04 0.00 0.33
H 0.14 0.18 0.01
H 0.18 -0.15 -0.11
H -0.02 0.21 0.10
H -0.10 -0.03 -0.26
C -2.13 -0.09 1.93
H -0.26 -0.26 0.33
H 0.23 -0.16 0.16
N 0.09 -0.91 0.31
O -0.14 0.25 -0.09
O -0.01 0.30 0.00

Its total energy is -28024.544 eV. The LUMO energy (spin up / spin down) is 0.16 / -1.62 eV. For the HOMO-LUMO gap (spin up / spin down), the calculation gives 9.401 / 7.943 eV. Its spin multiplicity is 2. The calculation puts the molar mass at 193.61 g/mol. The value obtained for the energy above the lowest of the compared OMol25 structures with the same formula, charge and spin is 14.0 kcal per mole.

---

Entry 7:
Computed, not measured: the molecule C6H10ClN2O3 in a non-equilibrium geometry, with ωB97M-V/def2-TZVPD.

Geometry (Å):
C (-1.63262, -0.28720, 1.07192)
C (-0.47969, 0.43300, 0.54387)
C (0.57530, -0.22155, -0.25209)
O (0.33328, -1.26125, -0.88296)
H (-2.29821, 0.37898, 1.62859)
Cl (-1.08639, -1.53433, 2.28205)
H (-0.41204, 1.49376, 0.77912)
N (1.81383, 0.32054, -0.21317)
C (2.84699, -0.20739, -1.08473)
C (2.21107, 1.38939, 0.68925)
H (3.52373, -0.87844, -0.53172)
H (2.39105, -0.76472, -1.90879)
H (3.43291, 0.62665, -1.49302)
H (3.26628, 1.24672, 0.95464)
H (2.09598, 2.37669, 0.21799)
H (1.64236, 1.36126, 1.62506)
C (-2.55874, -1.14478, -0.02109)
H (-3.28213, -1.78145, 0.49033)
H (-1.86519, -1.70379, -0.65625)
N (-3.31497, -0.20046, -0.87167)
O (-4.52341, -0.15555, -0.74253)
O (-2.67940, 0.51392, -1.62480)

Forces on the atoms, in the same order (eV/Å):
C -1.85 -1.42 -1.05
C 0.32 0.50 -0.26
C -0.33 -1.08 0.09
O 0.03 0.74 0.27
H 0.14 -0.16 -0.18
Cl -0.04 0.14 -0.17
H 0.00 -0.28 -0.10
N 0.15 0.28 -0.05
C 0.19 -0.13 -0.16
C 0.04 0.09 0.07
H -0.17 0.16 -0.17
H 0.08 0.14 0.28
H -0.11 -0.18 0.09
H -0.24 0.06 -0.10
H 0.07 -0.15 0.16
H 0.09 -0.01 -0.26
C 1.54 0.57 1.30
H 0.22 0.27 0.03
H -0.17 0.18 0.14
N -0.14 0.62 -0.13
O 0.09 -0.19 0.06
O 0.10 -0.17 0.13

Its total energy is -28025.150 eV. The LUMO energy (spin up / spin down) is 0.25 / -1.52 eV. For the HOMO-LUMO gap (spin up / spin down), the calculation gives 9.536 / 7.957 eV. Its spin multiplicity is 2. The calculation puts the molar mass at 193.61 g/mol. The value obtained for the energy above the lowest of the compared OMol25 structures with the same formula, charge and spin is 0.0 kcal per mole.

---

Entry 8:
Computed, not measured: a cluster of 2 separate species, C6H10ClN2Si in total in a non-equilibrium geometry, with ωB97M-V/def2-TZVPD.

Geometry (Å):
C (1.60105, 0.10393, 0.74127)
C (1.29671, -0.84140, 1.71161)
C (-0.53900, -0.34466, 0.67146)
C (-0.94051, 1.12449, -3.71479)
C (-0.70516, 0.68453, -2.50559)
C (-0.78695, -1.73866, 2.68249)
N (0.42806, 0.42424, 0.15504)
N (-0.04382, -1.07260, 1.68427)
Si (0.09683, 1.65584, -1.12233)
Cl (3.10810, 1.94746, -1.47172)
H (2.46408, 0.55575, 0.39316)
H (1.95579, -1.32157, 2.26755)
H (-1.63433, -0.36640, 0.41150)
H (-1.57806, 0.62211, -4.43079)
H (-0.74062, 2.04178, -4.08560)
H (-1.08375, -0.37761, -2.11307)
H (-1.84476, -2.04188, 2.31743)
H (-0.39373, -2.73493, 3.02885)
H (-1.10489, -1.20614, 3.67442)
H (0.44494, 2.88571, -0.29517)

Forces on the atoms, in the same order (eV/Å):
C -1.28 -1.90 2.20
C -0.93 3.10 -3.26
C -1.92 -0.10 0.74
C -1.92 -1.87 -0.44
C -0.55 -1.56 2.86
C -4.11 -2.61 2.72
N -1.91 -0.47 -1.13
N 0.53 1.15 -0.99
Si 3.97 -0.24 0.01
Cl -2.52 -0.28 0.08
H 1.78 0.64 -0.37
H 2.49 -2.14 2.77
H 1.50 0.24 0.28
H 0.27 -0.83 0.07
H 1.26 3.08 -0.66
H 0.92 2.36 -1.08
H 1.80 0.63 -0.01
H 0.29 1.18 -0.70
H 1.37 -0.10 -2.01
H -1.05 -0.28 -1.09

Its total energy is -29755.022 eV. The LUMO energy is -5.40 eV. For the HOMO-LUMO gap, the calculation gives 7.253 eV. The charge is +1. Its spin multiplicity is 1. The calculation puts the molar mass at 173.70 g/mol. The value obtained for the energy above the lowest of the compared OMol25 structures with the same formula, charge and spin is 90.4 kcal per mole.